Computed, not measured: C3H4O2 as an isolated structure, with wB97M-V/def2-TZVPD.

The value obtained for the molar mass is 72.06 u. The relative energy (zero: lowest compared OMol25 entry of this formula, charge and spin) comes out at 64.8 kcal/mol. The maximum force is 3.66 eV/Å. The value obtained for the LUMO energy is 0.037 Eh.

ORCA input file:
```
! RIJCOSX wB97M-V def2-TZVPD def2/J DEFGRID3
* xyz 0 1
H -2.14 -1.22 0.53
O 1.22 0.75 -1.12
H 0.79 1.21 -1.84
C 0.19 -0.84 0.61
C -1.11 -0.68 0.29
H 0.78 -1.60 0.90
H 0.78 1.22 0.90
O -0.95 0.63 -0.29
C 0.44 0.53 0.02
*
```